No. 1
45
Properties=species:S:1:pos:R:3:forces:R:3:lowdin_spin:R:1 method="wB97M-V/def2-TZVPD" charge=+3 molar_mass_g_mol=769.309 gap_ev="7.521 / 6.406" fmax_ha_per_bohr=0.0170 multiplicity=2 lumo_ev="-11.66 / -12.77" de_lowest_kcal_mol=0.0
C -0.20467 -0.76500 2.66967 -0.11 0.05 -0.28 0.021
C -1.57792 -1.65471 -1.63783 0.06 0.21 0.25 0.006
C -0.00209 -3.39705 -3.00063 -0.02 -0.04 -0.06 0.002
H -3.22550 -2.46557 -2.73967 -0.01 0.04 0.02 0.000
H -2.83330 -1.89307 4.48811 0.01 0.00 -0.01 0.001
Cl 3.30768 2.01078 1.12308 -0.11 0.17 -0.14 0.001
H 2.46105 -3.40527 -2.42046 0.00 -0.01 0.01 0.000
C -0.61583 3.18779 -0.34240 0.02 -0.19 -0.01 0.018
N -0.83934 -0.59088 1.47064 -0.07 -0.17 0.36 0.015
H 0.65157 -4.08890 -3.51341 0.00 -0.01 0.01 0.000
C -2.16952 -0.86045 1.35296 0.16 0.04 -0.01 0.005
Sb -3.08574 -0.49499 -0.54137 -0.03 0.03 -0.26 0.000
H 0.81211 4.70508 0.04013 -0.01 0.00 0.02 0.000
H 2.52943 -1.70496 -2.01784 0.04 0.06 -0.05 0.001
C -2.15776 -2.48682 -2.56498 0.13 -0.02 0.00 0.002
C 0.73644 3.62142 0.07490 0.10 -0.01 0.07 0.003
H -0.42149 -1.37187 4.69527 0.00 0.00 0.01 -0.001
H 1.56384 -0.62273 3.84639 0.00 0.00 0.02 0.000
C -2.82266 3.79724 -1.09493 -0.10 0.07 -0.05 0.013
Ge 2.41107 0.49302 -0.00413 0.51 -0.17 0.69 0.002
C -0.93288 -1.23624 3.75245 0.01 -0.01 0.04 -0.002
Ir 0.02540 0.04811 -0.22863 -0.04 0.43 -0.70 0.733
H 1.49693 3.22603 -0.59359 0.03 0.06 0.01 0.001
H -1.24558 5.18608 -0.70358 0.00 0.00 0.01 0.000
C -2.27577 -1.52459 3.63559 -0.11 -0.04 0.06 0.026
Cl 1.66421 0.98485 -2.00557 -0.29 -0.20 -0.27 -0.011
N -0.96971 1.87340 -0.33890 -0.19 0.20 0.12 0.051
N -0.23270 -1.65703 -1.39681 -0.11 -0.25 -0.03 0.056
C 1.24328 -0.44562 2.82310 0.01 0.07 -0.10 0.002
C -2.24295 1.52212 -0.68321 0.14 -0.30 0.11 0.006
H 0.94476 3.30458 1.09536 0.01 -0.01 0.01 0.001
C -3.17882 2.44987 -1.07331 0.10 0.04 0.03 0.002
C 2.01834 -2.63541 -1.79424 -0.02 -0.02 0.11 0.003
H -4.18087 2.14627 -1.34692 0.00 -0.04 0.00 0.000
C 0.56428 -2.53548 -2.06516 -0.04 0.11 0.08 0.019
C -2.91069 -1.32812 2.40867 0.09 0.01 0.07 0.007
H 1.43657 0.60900 2.60340 -0.03 -0.09 0.07 0.001
H 1.85530 -1.08524 2.18228 0.00 -0.02 0.06 0.001
H -3.96633 -1.53797 2.29641 0.00 0.01 -0.03 0.000
Cl 3.83363 -1.03021 0.21585 -0.03 0.00 -0.12 0.002
C -1.34868 -3.37740 -3.27023 -0.06 -0.04 -0.06 0.014
H 2.19584 -2.90631 -0.75299 -0.02 0.02 -0.05 0.001
C -1.54977 4.14867 -0.71640 -0.03 0.05 -0.04 0.002
H -3.54057 4.55169 -1.39227 0.01 0.00 0.00 0.001
H -1.77748 -4.04835 -4.00431 0.01 0.00 0.00 0.001

***

No. 2
38
Properties=species:S:1:pos:R:3:forces:R:3:mulliken_charge:R:1 method="wB97M-V/def2-TZVPD" charge=0 molar_mass_g_mol=337.357 gap_ev=7.145 fmax_ha_per_bohr=0.2978 lumo_ev=-1.91 de_lowest_kcal_mol=433.4
O 3.73819 -0.37002 -1.84629 0.06 1.62 -0.21 -0.667
C -1.32477 -1.86270 -1.67368 -4.03 -6.40 13.09 -1.606
C 1.79690 -1.42710 1.36554 -3.92 -4.00 2.03 -0.930
H 4.25223 0.76551 1.96538 -1.23 0.47 -0.54 0.341
N -4.99568 -0.54350 -0.05349 -5.65 -7.54 8.65 0.854
C -2.62143 -0.02501 -0.74586 -11.49 -8.89 4.83 0.716
O -5.01191 -1.62698 -0.58173 0.73 0.88 -3.95 -0.507
H 2.63964 3.21933 -0.43095 -0.43 -3.96 0.07 0.262
H 3.72202 2.29859 1.74929 0.34 2.81 0.36 0.464
H -1.33758 -2.53469 1.06456 -1.88 -0.92 0.11 0.547
H 0.47398 -2.69777 2.58487 -0.16 -0.31 1.42 0.509
H -0.80507 0.64714 -1.26250 -1.42 1.00 0.98 0.053
H -1.03422 -1.45075 -2.40468 2.61 5.95 -10.82 0.966
C 1.99464 -1.25878 0.10884 3.71 4.25 -3.46 -0.418
H 1.41233 1.75124 -0.34821 -1.05 -0.60 2.26 0.787
C -2.13917 2.17446 -0.55444 -4.90 4.85 5.43 -0.646
N -4.20968 1.58893 0.39048 -5.61 -4.91 2.10 -0.435
C -3.99769 0.30135 0.10766 7.43 4.64 -5.20 -0.024
N 3.55976 1.19373 0.12744 -2.07 1.81 -3.56 0.143
O -2.59263 -1.47032 -0.92874 3.00 4.64 -2.21 -0.293
H -1.46240 2.94078 -0.50497 1.83 1.80 -0.77 0.487
H -3.56384 3.57353 0.45378 -0.73 0.34 0.63 0.386
H 1.26789 -0.77335 -1.93712 -0.71 -1.93 3.22 0.078
C 0.66026 -2.19813 1.68690 -3.43 2.03 -4.23 -0.925
O -5.68518 -0.69482 1.14637 0.94 3.15 -2.81 -0.560
C -0.44837 -2.18979 0.66314 3.95 -0.34 2.94 -0.543
H 2.46313 1.11772 2.04476 1.15 0.22 -1.79 0.273
O 4.68846 -1.12824 0.21365 1.77 0.68 1.88 -0.637
H -1.56884 -2.92292 -1.69134 0.41 0.00 -1.07 0.370
C 2.44339 1.95052 -0.48113 1.86 6.21 6.26 -1.885
H 2.56838 -1.48624 1.94664 4.36 0.36 3.99 0.867
C 3.42749 1.37058 1.43064 1.31 -3.20 8.60 -1.056
C -0.21218 -1.74280 -0.66440 -8.54 -3.96 4.13 0.243
S 3.75590 -0.28281 -0.41807 -4.73 -5.74 -2.16 1.186
C -1.82033 0.94052 -0.75339 8.87 -0.29 -4.30 -0.003
C 0.95525 -1.35978 -0.72070 8.89 6.04 -9.89 0.936
H 2.44730 1.68977 -1.34829 0.77 -2.08 -10.87 0.871
C -3.43616 2.52279 0.30005 8.00 1.31 -5.13 -0.204

***

No. 3
40
Properties=species:S:1:pos:R:3:forces:R:3:mulliken_charge:R:1 method="wB97M-V/def2-TZVPD" charge=0 molar_mass_g_mol=303.405 gap_ev=8.736 fmax_ha_per_bohr=0.0483 smiles="CCOP(=S)(OCC)SCCN(CC)CCF" lumo_ev=0.57
H 0.05109 1.82954 2.84084 0.11 0.04 -0.04 0.133
H 3.34762 0.30273 4.70507 0.27 0.26 0.00 0.283
C 0.76272 2.64232 3.02615 0.21 -0.78 0.17 -0.086
H 4.27054 -0.08118 2.47830 -0.09 -0.18 -0.21 0.418
H 1.65599 2.65617 1.07029 0.17 0.18 0.44 0.145
H 2.27765 -0.88682 1.71320 -0.57 0.93 -0.31 0.324
C -2.20411 1.41202 -0.58535 -0.53 0.96 0.90 -0.246
C 2.29501 0.29213 -0.13864 -1.07 0.33 1.05 -0.561
H -2.14828 2.06287 1.47252 -0.07 0.03 -0.10 0.218
C -1.62294 -2.40364 -2.58998 -0.32 -0.34 -0.21 -0.318
H 2.72803 3.23529 2.38578 0.15 0.19 -0.09 0.418
H -0.77016 -2.97563 -2.18154 -0.48 0.34 0.16 0.387
S 1.44886 -0.98860 -1.23063 0.28 0.97 -0.02 -0.244
H -2.41751 1.90156 -1.51134 0.01 -0.12 -0.98 0.246
H -2.91926 0.61194 -0.40793 0.22 -0.29 -0.06 0.439
C 1.98340 2.49332 2.11567 0.17 -1.05 0.20 -0.792
O -0.83813 0.96233 -0.57191 0.57 -1.71 -1.70 -0.248
C 4.00515 1.06662 4.26401 0.62 -0.51 -0.08 -1.138
H 1.94670 1.27015 -0.44308 -0.15 0.12 -0.37 0.225
C -2.34301 2.47746 0.47840 0.17 -0.53 0.61 -1.258
H -2.53990 -2.15412 -4.55643 0.87 -0.38 0.33 0.280
H 3.37756 0.33116 -0.22260 0.08 -0.73 -0.61 0.463
H -1.62872 3.26450 0.30948 0.30 0.39 -0.08 0.324
C 3.95293 0.92180 2.73968 -1.58 0.77 0.29 -0.649
C 1.92934 0.12891 1.36800 1.34 -0.50 0.41 -0.652
S -1.38567 -1.73740 0.46667 0.47 0.51 -0.59 -0.386
H -2.56897 -2.68972 -2.06468 0.91 0.07 -0.50 0.323
H 5.06023 0.88980 4.58314 -0.77 0.20 0.08 0.392
H -1.62218 -3.66365 -4.31636 0.02 -0.65 -0.17 0.407
N 2.55256 1.13744 2.26748 -0.32 -0.57 -0.83 0.447
C -1.62778 -2.61694 -4.09352 -0.72 1.43 -0.08 -1.223
P -0.63633 -0.61831 -0.97985 -1.42 -0.58 1.81 0.817
O -1.44429 -0.96822 -2.37674 1.65 0.81 1.31 -0.346
H -0.72558 -2.13322 -4.50910 -0.44 -0.31 0.04 0.283
H 3.67004 2.05151 4.60848 0.15 -0.14 -0.14 0.268
H 1.01986 2.60584 4.10242 0.05 0.20 -0.52 0.270
F 0.11881 3.82607 2.73722 -0.18 0.52 0.04 -0.316
H 0.84594 0.18032 1.44832 -0.05 -0.10 0.23 0.145
H 4.64864 1.62368 2.28756 0.16 0.19 -0.27 0.376
H -3.33876 2.90704 0.47810 -0.20 0.01 -0.09 0.431

***

No. 4
30
Properties=species:S:1:pos:R:3:forces:R:3:mulliken_charge:R:1 method="wB97M-V/def2-TZVPD" charge=0 molar_mass_g_mol=236.358 gap_ev="8.047 / 8.047" fmax_ha_per_bohr=0.0677 lumo_ev="-0.28 / -0.27" de_lowest_kcal_mol=67.6
O 1.14746 2.23599 -1.08781 -0.05 0.11 -0.34 -0.766
H -2.17875 -1.50747 -1.25625 -0.04 -0.01 -0.01 0.520
H -0.90392 1.74340 0.10014 -0.12 -0.02 0.06 0.471
C -1.43825 0.79347 0.00600 -0.03 -0.06 -0.12 -0.327
C -1.18666 -1.57964 -0.81711 0.25 0.36 -0.16 -1.963
H -1.61472 0.40234 1.00979 0.05 0.04 -0.01 0.280
H 4.30954 -1.03047 -0.79134 0.01 0.09 0.08 0.427
C 0.80163 -1.10289 2.07485 -0.10 1.62 -3.08 -0.853
C 3.38837 0.92091 -0.47789 -0.83 0.09 0.11 -0.754
H 3.50428 -0.81406 0.79073 0.12 -0.01 -0.06 0.284
H -4.04950 0.73280 0.91317 0.04 -0.09 0.26 0.271
H 1.17998 -2.07449 1.83204 0.11 -0.34 -0.05 0.350
H 3.53227 1.21310 -1.51487 -0.03 -0.02 -0.03 0.328
O -0.41963 0.22782 -2.13365 -0.23 0.11 -0.45 -0.601
C -3.92433 0.96671 -0.13075 -0.20 0.04 -0.05 -0.820
C 0.84036 -0.24084 -0.18677 0.54 -1.01 2.98 0.200
C -0.55440 -0.18847 -0.79245 -0.29 -0.02 0.39 0.523
H 1.45798 -0.37959 2.51627 0.18 0.10 0.28 0.351
C -2.73635 1.03148 -0.70028 0.24 0.01 0.05 -0.387
H -1.26197 -1.97669 0.18926 -0.03 -0.08 0.14 0.292
H -4.82508 1.16143 -0.68825 -0.15 0.04 -0.12 0.272
H -2.64218 1.26893 -1.75121 -0.11 0.05 -0.11 0.319
H -0.03774 1.12260 -2.13580 -0.01 -0.19 0.02 0.506
H 4.03404 1.48988 0.18360 -0.05 0.12 0.09 0.406
H -0.57988 -2.24514 -1.42590 -0.01 -0.12 -0.06 0.470
H -0.24064 -1.00734 2.30712 -0.26 -0.06 0.18 0.340
S 1.95896 -1.30788 -0.98389 0.62 -0.43 -0.50 -0.145
O 1.60615 1.86243 1.29366 0.07 -0.06 0.35 -0.657
S 1.65162 1.36424 -0.05068 0.67 0.29 0.11 1.224
C 3.47282 -0.56471 -0.27220 -0.36 -0.56 0.03 -0.559

***

no.,energy (Ha)
1,-4662.096270
2,-1480.456486
3,-1837.680383
4,-1374.492705